# 1
2 unconnected molecules or ions with the total composition C9H11O3 at a distorted geometry, computed with ωB97M-V/def2-TZVPD.

Positions of all 23 atoms, in Å:
C -0.56 -2.01 -3.85
C -1.56 -0.46 0.05
C -1.92 0.28 -1.12
C -0.78 -1.65 -0.27
C -1.65 -0.04 -2.42
C -0.46 -2.01 -1.53
C -1.01 -1.24 -2.69
O -1.90 -0.09 1.19
H 3.75 2.51 1.69
H -2.44 1.25 -0.82
H -0.31 -2.19 0.54
H -1.96 0.44 -3.32
H 0.08 -2.88 -1.70
H 0.31 -1.52 -4.28
H -1.36 -2.04 -4.66
H -0.64 -3.07 -3.66
C 1.09 0.77 2.11
C 2.12 1.74 2.65
O 3.30 1.55 1.97
O 2.12 2.70 3.45
H 0.14 0.86 2.77
H 1.63 -0.18 1.93
H 0.99 1.21 1.08

Its HOMO-LUMO gap is 0.197 Ha. Its multiplicity is 1. The total energy comes out at -15653.1089 eV. As for the relative energy (zero: lowest compared OMol25 entry of this formula, charge and spin): 73.6 kcal/mol. Its total charge is -1.

These are the Löwdin partial charges, in e, on atoms 1 to 8: C -0.15; C -0.54; C -0.09; C -0.07; C -0.12; C -0.09; C -0.32; O -0.13

# 2
2 unconnected molecules or ions with the total composition C4H13N2O at a distorted geometry, computed with ωB97M-V/def2-TZVPD.

Positions of all 20 atoms, in Å:
C -1.11 1.33 1.56
C -1.40 0.51 0.31
C -0.34 0.23 -0.63
C -0.11 1.17 -1.61
N 0.87 0.95 -2.58
N 0.48 -1.01 -0.37
H -1.76 2.06 1.70
H 0.00 1.65 1.63
H -1.51 0.78 2.49
H -2.01 -0.47 0.54
H -2.16 1.15 -0.15
H -0.99 1.83 -1.91
H 1.58 0.28 -2.55
H 1.01 1.63 -3.31
H 0.64 -1.68 -1.05
H 1.44 -0.79 -0.05
H 0.09 -1.52 0.53
H 1.65 -3.26 2.21
H 2.28 -2.18 1.64
O 1.35 -2.67 1.60

Its HOMO-LUMO gap is 0.324 Ha. Its multiplicity is 1. The total energy comes out at -9377.8125 eV. As for the relative energy (zero: lowest compared OMol25 entry of this formula, charge and spin): 87.0 kcal/mol. Its total charge is +1.

These are the Löwdin partial charges, in e, on atoms 1 to 8: C -0.09; C -0.27; C -0.27; C -0.08; N 0.08; N 0.23; H 0.01; H 0.12

Copy entry 2 word for word.
2 unconnected molecules or ions with the total composition C4H13N2O at a distorted geometry, computed with ωB97M-V/def2-TZVPD.

Positions of all 20 atoms, in Å:
C -1.11 1.33 1.56
C -1.40 0.51 0.31
C -0.34 0.23 -0.63
C -0.11 1.17 -1.61
N 0.87 0.95 -2.58
N 0.48 -1.01 -0.37
H -1.76 2.06 1.70
H 0.00 1.65 1.63
H -1.51 0.78 2.49
H -2.01 -0.47 0.54
H -2.16 1.15 -0.15
H -0.99 1.83 -1.91
H 1.58 0.28 -2.55
H 1.01 1.63 -3.31
H 0.64 -1.68 -1.05
H 1.44 -0.79 -0.05
H 0.09 -1.52 0.53
H 1.65 -3.26 2.21
H 2.28 -2.18 1.64
O 1.35 -2.67 1.60

Its HOMO-LUMO gap is 0.324 Ha. Its multiplicity is 1. The total energy comes out at -9377.8125 eV. As for the relative energy (zero: lowest compared OMol25 entry of this formula, charge and spin): 87.0 kcal/mol. Its total charge is +1.

These are the Löwdin partial charges, in e, on atoms 1 to 8: C -0.09; C -0.27; C -0.27; C -0.08; N 0.08; N 0.23; H 0.01; H 0.12